60
Properties=species:S:1:pos:R:3:forces:R:3:lowdin_charge:R:1 method="wB97M-V/def2-TZVPD" gap_ev=9.1 mol_weight_g_mol=526.37 fmax_ev_per_a=0.8 de_lowest_kj_mol=8.3 smiles="CCOc1cc(C(=O)OCC(=O)Nc2ncc(Cl)c(C)c2Cl)ccc1OCC(=O)N1CCOCC1" lumo_ev=0.4230
C 1.29861 -0.20932 5.86666 -0.148 -0.026 -0.371 -0.053
C 0.52569 0.18757 4.61961 0.196 0.287 0.320 -0.230
H 1.14126 0.83123 3.97730 -0.113 -0.044 -0.004 0.131
H -0.39325 0.72655 4.88592 0.089 -0.033 -0.117 0.128
O 0.20248 -1.00809 3.92984 -0.213 -0.306 -0.175 -0.063
C -0.48888 -0.94370 2.76589 -0.101 -0.078 -0.103 -0.176
C -1.00243 0.22974 2.23371 -0.027 0.024 -0.061 0.067
C -1.78818 0.22527 1.08278 0.103 -0.378 0.039 -0.120
C -2.07446 -0.97499 0.44367 0.057 0.266 0.104 -0.014
C -1.51900 -2.13964 0.92972 0.170 -0.090 0.321 0.002
C -0.70704 -2.14891 2.06294 -0.173 0.213 -0.217 -0.191
O -0.19227 -3.37174 2.37332 -0.278 0.117 0.021 -0.038
C 0.90752 -3.52351 3.24889 0.276 -0.161 0.493 -0.068
C 2.14629 -2.66458 2.98560 -0.119 -0.181 -0.044 -0.426
O 2.81425 -2.27287 3.92378 0.090 -0.151 0.338 0.055
N 2.47048 -2.36028 1.71008 0.103 0.216 -0.212 -0.030
C 2.01210 -2.98983 0.48989 -0.171 0.010 -0.419 -0.093
H 1.16451 -3.64422 0.67489 0.058 0.013 -0.013 0.124
C 1.63136 -1.90985 -0.53049 -0.192 -0.285 0.109 -0.171
O 2.69853 -1.01587 -0.75403 0.149 -0.002 -0.124 -0.156
C 3.09766 -0.39380 0.44822 0.224 -0.049 0.254 -0.167
H 3.91230 0.28354 0.18788 -0.046 0.005 0.078 0.131
C 3.56234 -1.43448 1.46616 -0.003 0.391 -0.036 -0.098
H 3.83641 -0.96944 2.41321 0.024 -0.045 -0.127 0.128
H 4.42571 -1.97869 1.06542 -0.007 0.043 0.050 0.138
H 2.25772 0.18422 0.86321 0.071 -0.017 0.006 0.131
H 1.40507 -2.36483 -1.49600 -0.067 -0.013 0.059 0.107
H 0.75004 -1.35521 -0.17528 0.093 -0.061 -0.033 0.116
H 2.84017 -3.58348 0.07804 -0.101 0.006 0.007 0.139
H 0.61890 -3.33187 4.28738 0.137 -0.039 -0.251 0.138
H 1.18717 -4.57916 3.15463 -0.008 0.148 0.021 0.145
H -1.69009 -3.08275 0.43479 0.001 -0.133 -0.058 0.128
H -2.69514 -0.98220 -0.43632 -0.072 -0.028 -0.096 0.114
C -2.26897 1.52070 0.56476 0.140 0.287 0.248 -0.438
O -1.82375 2.59585 0.89619 -0.194 -0.233 0.141 0.133
O -3.23884 1.37470 -0.34431 -0.124 -0.163 0.214 -0.007
C -3.74342 2.55607 -0.94731 -0.308 0.352 0.121 -0.061
C -2.70671 3.63696 -1.22587 -0.258 -0.181 -0.140 -0.450
O -2.91277 4.79837 -0.97921 -0.144 0.088 0.020 0.102
N -1.53414 3.26455 -1.84301 0.593 0.529 -0.226 0.145
C -1.12943 2.06237 -2.37307 0.286 -0.404 -0.263 -0.312
N -2.03545 1.13858 -2.65268 -0.077 0.406 -0.122 0.140
C -1.65178 -0.01753 -3.15779 0.271 -0.141 -0.051 -0.150
C -0.33112 -0.30569 -3.44576 -0.018 0.331 0.146 -0.600
C 0.66281 0.65701 -3.22443 -0.265 -0.016 0.006 -0.290
C 0.23352 1.85005 -2.65754 -0.230 -0.197 0.031 -0.500
Cl 1.37756 3.09541 -2.28547 0.062 0.084 0.038 0.764
C 2.08972 0.40640 -3.56622 0.123 0.008 -0.071 -0.068
H 2.58847 -0.05760 -2.71406 0.050 -0.003 -0.007 0.078
H 2.59868 1.33751 -3.79965 0.033 -0.009 -0.024 0.060
H 2.16285 -0.27044 -4.41327 0.032 0.006 -0.028 0.063
Cl 0.07926 -1.85635 -4.08208 -0.034 -0.246 -0.110 0.719
H -2.43914 -0.73269 -3.34647 0.017 -0.197 -0.086 0.114
H -0.83206 3.99920 -1.84708 -0.283 -0.120 0.070 0.112
H -4.19046 2.23001 -1.88917 0.055 0.092 0.156 0.135
H -4.50405 3.00570 -0.29862 0.213 -0.042 -0.139 0.145
H -0.82107 1.18081 2.70784 0.054 0.062 0.081 0.120
H 0.66057 -0.77893 6.53684 -0.059 -0.037 0.108 0.081
H 1.65181 0.67978 6.38024 0.010 0.111 0.087 0.078
H 2.14492 -0.82850 5.58125 0.050 0.010 0.043 0.059


17
Properties=species:S:1:pos:R:3:forces:R:3:lowdin_charge:R:1 method="wB97M-V/def2-TZVPD" gap_ev=7.5 mol_weight_g_mol=113.14 charge=+1 fmax_ev_per_a=4.8 de_lowest_kj_mol=404.2 lumo_ev=-6.7234
C 1.90708 -0.60146 -0.45749 0.366 1.415 0.827 -0.226
C -0.24134 1.62178 -0.27162 -1.532 0.836 -4.503 -0.273
C 0.00336 -0.54421 1.05440 -0.738 -2.020 2.710 -0.161
C -0.74160 0.25250 0.10080 -0.085 0.708 0.120 -0.116
C -2.09389 -0.07784 -0.26067 -1.032 -1.962 0.063 0.001
N 1.40274 -0.58336 0.81128 1.198 0.234 0.885 0.008
N 1.30069 -0.12295 -1.47276 -1.278 -0.865 1.572 0.178
O 0.47485 2.29597 0.36663 0.815 0.382 1.477 0.150
H 2.94358 -0.86099 -0.37127 0.700 -0.396 -0.779 0.142
H -0.68634 2.00908 -1.35501 0.835 -0.933 2.449 0.190
H -0.16114 -0.13672 2.15303 0.083 -0.296 -2.133 0.221
H -0.40632 -1.64659 1.15957 0.510 2.061 -0.410 0.184
H -2.56794 0.34140 -1.18612 0.641 -0.178 1.094 0.135
H -2.75654 0.00452 0.64310 0.379 0.963 -0.323 0.162
H -2.18496 -1.19158 -0.16668 0.127 0.515 -1.035 0.126
H 2.07681 -0.45399 1.61073 -1.188 -0.445 -1.428 0.190
H 1.73097 -0.30557 -2.35793 0.199 -0.021 -0.585 0.087